[1]
Below is 5 unconnected molecules or ions with the total composition C21H39N5O7 at a distorted geometry, with properties calculated with ωB97M-V/def2-TZVPD.

Cartesian coordinates (Å):
C 2.17150 -0.18052 -2.76530
C 2.06016 1.19231 -3.65000
O 1.97347 2.39615 -2.76701
C 0.90696 1.18000 -4.81125
C -0.57113 0.67918 -4.32119
C -1.21296 -0.41116 -5.14989
C -2.72730 -1.00017 -4.81684
O -3.33899 -1.89884 -5.58579
C -3.56601 -0.48002 -3.47425
C -2.89940 0.58644 -2.66556
N -3.63147 1.12431 -1.44048
C -1.42860 1.24815 -3.05007
O -1.01390 2.23817 -2.24508
H 3.28256 -0.57467 -2.85821
H 1.98681 -0.00971 -1.60189
H 1.47130 -1.05189 -3.10575
H 3.10168 1.31486 -4.21530
H 2.18386 2.15234 -1.81958
H 0.81193 2.24544 -5.32416
H 1.27779 0.45045 -5.66145
H -0.63356 -0.87462 -6.06563
H -4.61282 -0.95574 -3.20276
H -4.57616 0.63659 -1.41966
H -3.84951 2.13198 -1.69947
C 6.63069 0.35341 -0.57441
N 5.19362 0.44068 -0.67906
C 4.27887 0.48528 0.33204
C 4.79058 0.44007 1.74469
O 3.08128 0.55974 0.07241
H 7.06102 1.22527 -1.07303
H 6.95432 -0.55320 -1.09131
H 6.97210 0.32226 0.46075
H 4.77760 0.47521 -1.60226
H 3.94897 0.48342 2.44144
H 5.33294 -0.49351 1.91515
H 5.44046 1.29849 1.93346
C -8.47265 -1.06270 0.46696
N -7.54692 -0.92517 -0.63209
C -7.45074 0.10068 -1.52609
C -8.40973 1.24937 -1.38318
O -6.60034 0.06513 -2.41087
H -7.89378 -1.15015 1.38955
H -9.04729 -1.97936 0.31416
H -9.15492 -0.21576 0.54571
H -6.87026 -1.66277 -0.78903
H -8.21429 1.98981 -2.16369
H -9.43729 0.89324 -1.49376
H -8.27493 1.72874 -0.41006
C 6.94064 -4.64414 3.53077
N 6.82338 -3.24136 3.21100
C 7.08834 -2.17140 4.01486
C 7.56339 -2.44483 5.41458
O 6.93627 -1.03085 3.58722
H 7.64674 -5.09452 2.82898
H 5.95890 -5.10547 3.39968
H 7.28673 -4.81152 4.55118
H 6.50823 -2.98192 2.28370
H 7.73347 -1.49874 5.93573
H 6.80457 -3.00983 5.96222
H 8.50534 -2.99880 5.38710
C -2.07928 1.83557 2.25327
N -3.51642 1.92314 2.14960
C -4.43055 1.96793 3.16116
C -3.91816 1.92263 4.57367
O -5.62822 2.04262 2.90227
H -1.64911 2.70731 1.75433
H -1.75621 0.92893 1.73615
H -1.73717 1.80437 3.28818
H -3.93299 1.95772 1.22662
H -4.75948 1.96615 5.27076
H -3.37590 0.98886 4.74388
H -3.26801 2.78093 4.76217

Atomic forces in eV per Å
0.33 -0.40 0.41
1.07 0.07 0.30
0.17 -1.88 -0.21
-0.34 0.32 0.34
-2.13 -3.19 -2.27
0.52 2.49 2.61
-2.78 -2.78 -1.37
3.92 5.07 3.98
3.64 2.38 0.51
-2.21 -2.47 -1.75
0.14 0.07 -2.95
0.97 3.50 3.41
-2.35 -5.91 -5.08
-2.26 0.66 0.18
0.33 -0.17 -2.77
1.20 1.74 0.35
-2.27 -0.30 0.89
-0.41 -0.03 -1.64
0.21 -2.12 1.35
-0.89 1.31 1.82
-1.44 1.00 2.04
2.40 1.22 -0.79
1.50 0.70 -0.31
0.47 -1.46 0.67
-0.03 0.03 -0.40
-0.60 0.02 0.44
-0.26 0.10 -0.30
-0.19 -0.08 0.04
0.22 0.17 0.26
0.27 -0.12 0.12
0.29 0.07 0.11
-0.17 0.00 -0.14
0.13 0.02 0.21
0.11 0.01 -0.29
0.15 0.32 0.14
0.12 -0.25 0.07
0.21 -0.39 0.13
0.16 0.63 -0.66
0.25 -0.53 0.07
-0.04 0.24 -0.13
0.03 0.10 0.17
-0.29 0.06 0.11
-0.16 0.11 0.22
0.20 -0.13 -0.09
-0.18 0.15 0.06
0.06 -0.28 0.13
0.04 0.11 0.17
-0.18 -0.06 -0.03
-0.15 -0.06 -0.44
0.12 0.62 0.35
-0.20 0.47 -0.58
0.07 0.13 0.23
0.13 -0.42 0.20
-0.03 -0.26 0.20
0.15 -0.25 0.14
-0.07 0.14 -0.19
0.08 -0.11 0.23
-0.09 -0.16 -0.26
0.19 -0.08 0.01
-0.15 -0.08 0.13
0.01 -0.01 -0.48
-0.68 0.06 0.67
-0.34 0.03 -0.79
-0.10 0.00 0.30
0.23 -0.05 0.18
0.27 -0.16 0.10
0.27 0.12 0.09
-0.17 0.02 -0.15
0.22 -0.08 0.12
0.11 0.00 -0.29
0.11 0.18 0.06
0.09 -0.19 0.05

Results
SMILES string   C[C@H](O)CC1=CC(=O)C=C(N)C1=O.CNC(C)=O.CNC(C)=O.CNC(C)=O.CNC(C)=O
LUMO level   -1.241 eV
Orbital gap   7.514 eV
E   -44186.97274 eV
Net charge   0

Results of the Löwdin charge analysis, in e, for atoms 1 through 6: -0.07 -0.35 -0.12 -0.11 -0.08 0.06

[2]
Below is 3 unconnected molecules or ions with the total composition C21H40BO9 at a distorted geometry, with properties calculated with ωB97M-V/def2-TZVPD.

Cartesian coordinates (Å):
B 1.73899 -5.10321 3.52777
O 0.38330 -4.82371 2.89541
C 0.37522 -3.44542 2.60619
C 1.86412 -3.13314 2.45841
C 2.20804 -1.65288 2.55981
O 2.83441 -1.03877 1.39821
C 2.33821 -1.48611 0.20185
C 3.10571 -2.35651 -0.55220
C 2.66847 -2.80618 -1.79023
C 1.44426 -2.35990 -2.28803
C 0.66516 -1.51141 -1.53420
C 1.10836 -1.06603 -0.29158
O 2.31632 -3.73282 3.67866
H 1.64228 -5.72803 4.57740
H 2.39448 -5.79734 2.72165
H -0.20349 -3.17533 1.71534
H -0.00679 -2.98141 3.52341
H 2.37264 -3.73018 1.70040
H 2.93136 -1.56813 3.36430
H 1.34355 -1.05749 2.86828
H 4.05154 -2.68518 -0.14830
H 3.27878 -3.47188 -2.37936
H 1.14787 -2.72036 -3.26237
H -0.28239 -1.14810 -1.90526
H 0.49864 -0.39551 0.29634
C -0.10992 6.10321 6.32577
O 0.83584 5.10952 6.00999
C 1.10180 4.18354 7.04939
C 1.13855 2.74918 6.56180
O -0.10415 2.19688 6.16648
C -0.75127 2.68150 5.00197
C -0.07232 2.35879 3.68614
O 1.14383 3.06278 3.51625
C 2.22985 2.26597 3.07844
H 0.36551 6.95141 6.83236
H -0.54608 6.45696 5.39102
H -0.91706 5.71244 6.95398
H 0.35863 4.27085 7.84981
H 2.08767 4.42156 7.47003
H 1.45194 2.13916 7.41309
H 1.89648 2.61371 5.78837
H -0.96425 3.74984 5.08309
H -1.71714 2.16977 4.98968
H -0.75270 2.65626 2.87678
H 0.08484 1.27754 3.61675
H 2.21255 1.26560 3.51865
H 3.15153 2.75959 3.38821
H 2.22608 2.18311 1.98756
C -3.94374 -1.83336 -8.50010
O -3.75102 -0.75031 -7.61933
C -4.41074 -0.86971 -6.37118
C -3.52473 -0.48630 -5.20315
O -2.46304 -1.37681 -4.91213
C -1.37964 -1.51025 -5.81881
C -0.48025 -0.29624 -5.95398
O -1.13757 0.78095 -6.60109
C -0.99937 2.02884 -5.95766
H -4.86489 -1.70782 -9.08052
H -3.09909 -1.85646 -9.18914
H -3.97809 -2.78933 -7.96815
H -4.78075 -1.88941 -6.21972
H -5.27309 -0.19004 -6.37761
H -4.15682 -0.51228 -4.31157
H -3.16713 0.54062 -5.29959
H -1.73367 -1.85625 -6.79189
H -0.77299 -2.31856 -5.40322
H 0.38832 -0.57099 -6.56560
H -0.11168 -0.00816 -4.96409
H -1.01705 1.92973 -4.86810
H -1.84118 2.65309 -6.25945
H -0.07107 2.52489 -6.26142

Atomic forces in eV per Å
-0.22 -0.37 -0.05
-0.31 0.03 -0.40
0.49 -1.20 -0.27
-0.05 0.20 2.28
0.39 0.09 -0.08
-0.29 -0.30 0.05
-0.19 0.18 -0.09
0.30 -0.29 -0.32
-0.29 0.57 0.23
0.59 -0.58 -0.19
-0.07 0.44 0.30
0.03 -0.07 -0.01
0.33 -0.20 -0.23
-0.01 0.23 0.21
0.17 0.12 -0.05
-0.27 -0.18 0.02
-0.02 0.94 -0.28
-0.33 0.49 -0.84
0.22 0.07 -0.03
-0.24 -0.01 -0.25
0.08 -0.03 0.07
0.09 -0.13 -0.01
-0.29 0.10 -0.07
-0.12 -0.08 -0.08
-0.04 0.07 0.08
0.16 0.04 -0.06
-0.28 -0.17 -0.04
0.14 0.09 -0.04
0.13 -0.12 -0.11
-0.08 -0.01 0.12
-0.09 0.09 0.00
0.03 0.12 -0.14
0.08 -0.14 0.34
-0.03 0.16 -0.15
-0.09 0.01 0.08
0.05 0.02 -0.01
0.01 0.00 0.02
-0.05 0.02 -0.04
-0.03 -0.09 0.14
-0.03 0.00 0.01
-0.04 0.19 -0.10
0.18 0.06 -0.07
0.02 -0.04 0.02
-0.11 -0.13 0.03
0.05 0.00 0.03
-0.04 -0.02 -0.03
-0.03 0.06 -0.03
0.06 -0.17 0.01
-0.03 0.16 -0.05
0.22 -0.21 0.13
-0.06 0.13 -0.11
0.06 0.14 0.07
0.01 -0.05 0.12
-0.06 -0.12 -0.10
0.03 -0.04 -0.19
-0.18 0.03 0.28
0.03 -0.01 -0.18
-0.03 -0.11 0.01
-0.02 0.05 -0.02
-0.02 0.00 0.01
0.04 -0.03 -0.03
-0.07 -0.08 0.14
0.00 -0.04 0.00
0.02 -0.01 -0.21
0.02 0.21 -0.11
0.02 0.04 0.05
0.05 -0.15 0.12
-0.08 0.07 0.02
0.02 -0.01 0.01
0.02 0.00 -0.05
0.03 0.03 0.11

Results
LUMO level   2.216 eV
Orbital gap   5.835 eV
E   -41526.81945 eV
Net charge   -1

Results of the Löwdin charge analysis, in e, for atoms 1 through 6: -0.61 -0.14 -0.21 -0.33 -0.10 -0.07

[3]
Below is a molecular structure, C21H40BrCl2F2MgN5O12 at a distorted geometry, with properties calculated with ωB97M-V/def2-TZVPD.

Cartesian coordinates (Å):
C -0.99111 -1.93488 -2.98706
C -1.21307 -3.06226 -1.91823
N -0.01719 -3.21968 -1.03127
C -0.33582 -2.76699 0.27470
Br -1.81779 -3.76430 1.15161
C -0.62218 -1.26810 0.25449
C 0.60873 -0.52333 -0.35287
C 1.97709 -0.88923 0.29959
N 2.35657 0.01658 1.40868
C 1.34567 0.46775 1.93391
O 0.38904 1.08397 2.13730
C 2.09873 -2.38394 0.68123
N 0.82894 -2.92200 1.22635
H 0.07267 -1.69884 -3.06935
H -1.44846 -2.20126 -3.94317
H -1.48787 -1.03927 -2.59265
H -2.12652 -2.78570 -1.38682
H -1.38654 -3.99127 -2.47038
H 0.25847 -4.19784 -1.04088
H -1.46968 -1.13253 -0.42289
H -0.88853 -0.87781 1.24489
H 0.66145 -0.87782 -1.38555
H 0.42366 0.55330 -0.42633
H 2.73345 -0.76258 -0.48563
H 2.83397 -2.44606 1.48956
H 2.49694 -2.97364 -0.14489
H 0.92089 -3.91197 1.47744
H 0.57878 -2.44328 2.09344
O 2.33724 -3.37015 3.62324
H 3.19759 -3.17779 4.02064
H 1.81188 -2.59550 3.86235
C -4.53179 0.46239 1.10716
C -5.37157 1.08362 0.27486
C -4.92239 2.23380 -0.56995
O -5.76387 2.76868 -1.35894
C -3.59364 2.70006 -0.47570
C -2.72718 2.09464 0.36477
C -3.14578 0.91234 1.20552
O -2.33095 0.38199 1.92558
O -1.47781 2.49793 0.49297
O -6.65599 0.70069 0.15411
H -4.83495 -0.37625 1.72420
H -3.31806 3.56446 -1.09906
H -1.07257 1.88219 1.12782
H -7.05543 1.28595 -0.50586
C 1.25146 1.70000 5.93663
Cl 0.77860 0.50612 7.15454
Cl 1.85892 0.89102 4.45128
H 0.39342 2.30764 5.68136
H 2.03254 2.32952 6.33803
N -2.54015 -0.42080 -6.17552
O -2.05080 -1.56196 -6.26203
O -2.32473 0.27103 -5.14044
O -3.23284 0.04230 -7.09069
Mg -7.01235 4.35805 -1.35168
F 0.80638 4.07532 6.65281
C 7.27874 -2.33301 1.42390
C 6.01815 -1.82542 2.10749
C 5.83810 -0.32887 1.89661
O 6.07874 -2.11293 3.50359
H 8.16408 -1.84365 1.83751
H 7.39913 -3.40467 1.58869
H 7.24926 -2.14663 0.34888
H 5.14856 -2.35861 1.71461
H 6.67621 0.22984 2.32093
H 4.93501 0.02039 2.39806
H 5.76393 -0.08761 0.83399
H 6.84010 -1.65072 3.87007
F -3.69126 5.15416 -0.99718
O -4.40336 -2.81359 3.38554
H -3.66141 -2.96091 2.78645
C 0.46373 3.94680 -2.89676
C -0.39160 2.74400 -3.08865
O -0.40000 1.75717 -2.42687
N -1.29235 2.65135 -4.27704
C -2.54017 3.47625 -4.13018
H 0.56077 4.14244 -1.83120
H 1.44644 3.75672 -3.33183
H 0.02636 4.82491 -3.37259
H -0.78110 2.93970 -5.11580
H -1.52516 1.64650 -4.31996
H -3.15924 3.29120 -5.00412
H -2.27036 4.52733 -4.08054
H -3.05674 3.16349 -3.22681

Atomic forces in eV per Å
-0.41 -0.27 1.13
0.58 0.75 -1.90
-0.96 -0.50 0.59
0.04 0.73 0.05
0.29 0.07 0.06
0.42 0.29 -0.26
-0.12 -1.07 -0.41
-0.15 -0.14 -1.13
-0.41 -1.25 0.63
0.23 1.63 -1.27
-0.69 -0.10 0.34
1.12 1.10 0.43
-0.14 -0.88 -0.65
-0.17 -0.24 -0.42
0.24 0.24 0.07
0.13 0.06 -0.47
0.22 -0.56 0.26
0.08 -0.01 0.46
-0.03 0.06 0.16
0.03 0.27 0.35
0.00 -0.44 -0.30
0.13 0.22 0.19
0.20 -0.23 0.29
-0.03 0.20 0.34
-0.23 -0.12 -0.09
-0.67 -0.10 0.00
0.20 0.13 0.16
-0.01 -0.04 -0.01
-0.10 0.31 -0.17
0.04 -0.10 -0.01
0.12 -0.03 0.44
0.11 -0.10 0.07
-0.35 -0.23 -0.06
0.93 0.10 0.40
-1.21 0.29 0.24
-0.17 -0.43 -0.94
0.22 0.29 0.00
-0.60 -0.16 0.30
0.06 0.29 -0.05
-0.75 -0.47 -0.18
0.27 0.39 -0.09
0.00 -0.05 0.07
-0.18 0.34 0.52
0.50 0.02 0.45
-0.10 -0.18 -0.10
-0.31 0.03 0.41
0.05 -0.07 -0.09
0.83 -0.37 0.71
0.09 0.09 0.01
-0.02 0.04 -0.11
-0.06 -0.87 -1.22
-0.14 0.55 0.35
0.25 0.66 0.88
0.18 0.14 0.45
1.82 -0.45 0.11
-0.02 0.03 -0.06
-0.06 -0.28 -0.07
0.67 0.52 0.10
-0.29 0.02 0.05
-0.40 -0.29 -0.06
-0.05 0.11 -0.04
-0.04 0.00 -0.03
0.04 0.02 0.01
-0.02 -0.08 0.16
0.10 -0.10 -0.08
-0.02 -0.02 -0.07
0.02 0.04 0.01
-0.03 0.02 0.02
-0.84 0.32 -0.59
-0.09 0.18 -0.20
0.01 0.06 0.08
-0.48 0.39 -0.16
0.26 -0.66 0.21
0.13 0.08 0.49
0.21 0.91 0.28
-0.02 -0.06 -0.24
0.07 -0.10 0.00
0.00 -0.04 0.02
0.09 0.00 -0.01
-0.24 -0.27 -0.07
-0.44 -0.55 -0.92
0.03 -0.12 0.02
-0.02 0.00 0.16
0.07 0.07 -0.01

Results
LUMO level   -5.540 eV
Orbital gap   1.350 eV
E   -160396.94282 eV
Net charge   0

Results of the Löwdin charge analysis, in e, for atoms 1 through 6: -0.07 -0.23 -0.02 -0.79 0.88 -0.15

> orbital gap of number 1 (C21H39N5O7)?

7.514 eV

> Number 3 is which compound?

C21H40BrCl2F2MgN5O12